C42H123N5O28 | wB97M-V/def2-TZVPD

XYZ file:
```
198
Properties=species:S:1:pos:R:3
C 4.22750 2.20426 -3.33710
C 3.36413 2.51126 -2.12585
C 3.60500 3.92478 -1.60432
O 4.95833 4.09156 -1.22824
C 5.13293 5.34128 -0.55828
N 1.95128 2.35405 -2.48905
H 4.08143 2.95337 -4.11938
H 4.08142 1.20385 -3.73886
H 5.28799 2.25533 -3.06236
H 3.59921 1.79271 -1.33365
H 2.90271 4.22539 -0.82010
H 3.45004 4.63075 -2.43880
H 4.64583 6.14092 -1.11768
H 6.20612 5.50766 -0.49857
H 4.75226 5.23027 0.45916
H 1.76379 1.44348 -2.90391
H 1.67805 3.04529 -3.18490
C -1.32210 0.70720 -0.77361
C -0.75054 0.39243 0.62923
C 0.62721 -0.25283 0.49654
O 0.65972 -1.42752 -0.26871
C 0.02151 -2.52283 0.37327
N -0.74129 1.54069 1.50924
H -2.30915 1.14641 -0.62069
H -1.37539 -0.19231 -1.39185
H -0.71555 1.45903 -1.28159
H -1.47740 -0.34683 0.99184
H 1.03948 -0.38537 1.50757
H 1.33908 0.42709 0.01098
H 0.65470 -3.40973 0.32134
H -0.96832 -2.76500 -0.01744
H -0.08730 -2.32689 1.44194
H -0.38521 2.33220 0.95517
H -1.72264 1.82955 1.57637
C -7.15271 -1.07455 -3.39407
C -5.84537 -0.36572 -3.02158
C -4.90370 -1.31183 -2.28242
O -5.36102 -1.44410 -0.93620
C -4.46607 -2.24824 -0.20696
N -5.21429 0.06780 -4.28849
H -7.64545 -1.41365 -2.46964
H -6.99404 -2.04097 -3.87510
H -7.87365 -0.41328 -3.86868
H -6.15961 0.47655 -2.39609
H -3.89739 -0.87331 -2.30059
H -4.90720 -2.28986 -2.76937
H -3.53649 -1.72966 0.05814
H -4.19177 -3.18510 -0.70540
H -4.90322 -2.56787 0.74100
H -4.22619 0.24518 -4.12893
H -5.60326 0.99659 -4.44672
C 3.18210 -2.18606 -2.74835
C 2.90388 -0.76989 -3.25444
C 3.05431 -0.74049 -4.76548
O 4.38076 -0.91552 -5.15896
C 4.55699 -0.85487 -6.55667
N 1.55607 -0.38245 -2.88387
H 2.60296 -2.88768 -3.35841
H 2.72558 -2.38731 -1.77109
H 4.23631 -2.43012 -2.61773
H 3.66481 -0.08972 -2.86191
H 2.69098 0.24990 -5.09295
H 2.35704 -1.44047 -5.24895
H 5.62301 -0.78031 -6.76972
H 4.12586 0.08799 -6.91511
H 4.14898 -1.75268 -7.02716
H 1.29933 -0.53261 -1.90321
H 0.94194 -1.12760 -3.22339
C 4.75833 0.50847 4.63211
C 3.32183 1.00199 4.78920
C 2.65537 1.36451 3.45853
O 3.36880 2.43720 2.90565
C 2.76736 3.00407 1.75421
N 2.54620 -0.01661 5.51631
H 5.36108 0.71572 5.51969
H 5.32333 1.03668 3.85406
H 4.86670 -0.53755 4.34403
H 3.27751 1.88607 5.42945
H 1.64268 1.72014 3.68666
H 2.60050 0.45054 2.85030
H 1.70679 2.76434 1.67774
H 3.31269 2.62817 0.88027
H 2.87146 4.08984 1.76605
H 2.60390 -0.90349 5.00843
H 3.12381 -0.19646 6.33563
O -5.07396 1.36963 -0.08638
H -4.72802 1.81948 -0.88157
H -5.23512 0.44597 -0.35477
C -0.27828 4.54141 -0.93703
C -1.44909 4.89517 -0.05370
O -2.12209 5.96440 -0.69918
O 0.48012 3.46865 -0.39910
H 0.41072 5.38000 -1.10755
H -0.66127 4.28527 -1.93343
H -1.23598 5.17140 0.98377
H -1.99077 3.93774 -0.01900
H -2.74380 6.34117 -0.06940
H 1.06467 3.06311 -1.09686
C -5.70502 3.68113 -2.77119
C -4.39202 4.03443 -2.09971
O -3.52521 2.87470 -1.98265
O -5.55841 3.53729 -4.17541
H -6.47123 4.45087 -2.59380
H -6.23966 2.79662 -2.42154
H -4.46565 4.30447 -1.04610
H -3.87568 4.79919 -2.68096
H -3.04928 2.77818 -2.83041
H -5.35897 4.36434 -4.61879
C -1.33310 -0.76358 4.03495
C -1.21230 -0.81455 5.54746
O 0.04759 -1.34237 5.90023
O -2.46907 -0.01409 3.61848
H -1.35367 -1.77802 3.61756
H -0.44373 -0.28347 3.60758
H -1.96599 -1.50157 5.93339
H -1.38971 0.18630 5.94947
H 0.75323 -0.67443 5.76751
H -2.20344 0.59052 2.91859
C -0.97532 1.76199 -3.77255
C 0.12435 1.64182 -4.85957
O 0.40852 2.88295 -5.49297
O -2.26645 2.03387 -4.35628
H -0.72113 2.60786 -3.12317
H -1.00010 0.85506 -3.17299
H -0.25784 0.91444 -5.58333
H 1.02837 1.27017 -4.38550
H -0.38660 3.22602 -5.91133
H -2.07224 2.40637 -5.22060
C 3.00652 -3.85219 3.57711
C 1.61761 -4.43271 3.53163
O 1.19415 -4.78141 4.83848
O 3.07642 -2.78021 4.51345
H 3.27532 -3.49114 2.57778
H 3.78439 -4.60954 3.74666
H 1.70606 -5.32204 2.89471
H 0.92764 -3.69219 3.12136
H 0.55671 -5.49463 4.78506
H 2.56062 -3.14223 5.25600
C 2.84782 -5.89448 -1.25194
C 3.32414 -5.11463 -0.04303
O 4.15469 -5.92700 0.79854
O 1.87803 -6.87753 -0.91813
H 3.70508 -6.32427 -1.78014
H 2.36735 -5.17817 -1.92580
H 2.47095 -4.73177 0.52406
H 4.02741 -4.32903 -0.32472
H 3.66392 -6.42182 1.46079
H 2.28581 -7.37633 -0.19603
C 4.58800 -0.36290 0.13495
C 5.40999 -0.89841 1.31286
O 6.38028 -1.81870 0.81389
O 5.50874 0.15164 -0.83425
H 3.70499 0.23824 0.36016
H 4.18158 -1.29488 -0.27268
H 4.75701 -1.37347 2.04510
H 5.98382 -0.10003 1.79831
H 6.84885 -1.27966 0.15978
H 5.75389 1.02287 -0.48947
C 0.42411 3.15064 5.54181
C -0.83325 2.82400 4.75338
O -1.31406 3.91023 3.94362
O 0.14444 3.74357 6.80957
H 1.12731 3.80237 5.00912
H 0.94618 2.21002 5.74229
H -1.57200 2.40408 5.44562
H -0.69745 2.01074 4.03140
H -1.57297 3.53167 3.09964
H -0.34621 4.54616 6.58612
C -0.30491 -4.40202 -3.91755
C -1.42802 -4.17250 -2.93077
O -2.67763 -3.88888 -3.52400
O 0.04644 -3.09666 -4.38840
H -0.53126 -5.02951 -4.78694
H 0.59355 -4.87790 -3.52350
H -1.21722 -3.31394 -2.28220
H -1.50267 -4.90623 -2.11011
H -3.11015 -4.72754 -3.71727
H -0.73965 -2.68054 -4.75989
C -1.89340 -5.39702 2.84295
C -3.32417 -4.94401 2.56763
O -4.25130 -5.63211 3.39829
O -0.98245 -4.81145 1.91854
H -1.75297 -6.48072 2.75431
H -1.61153 -5.10188 3.85445
H -3.55401 -5.14869 1.51495
H -3.45516 -3.87943 2.74643
H -4.14124 -6.57899 3.26811
H -1.05360 -5.23883 1.05996
C -4.29665 3.18837 2.70056
C -5.53114 2.37412 3.09091
O -6.19062 3.02831 4.18416
O -3.43166 2.48046 1.81633
H -3.78914 3.54656 3.59334
H -4.66262 4.07843 2.17339
H -5.29263 1.35389 3.40922
H -6.18425 2.24786 2.22390
H -7.12427 2.82987 4.07169
H -4.01952 2.12297 1.11479
```

Properties
spin multiplicity = 1
maximum force = 0.039 Eh/bohr
E_HOMO = -9.235 eV
LUMO level = -0.1 eV
E = -110321.269 eV
charge = 0